{
  "formula": "H80O40",
  "method": "ωB97M-V/def2-TZVPD",
  "species": ["H", "H", "O", "H", "H", "O", "H", "H", "O", "H", "H", "O", "H", "H", "O", "H", "O", "H", "O", "H", "H", "O", "H", "H", "O", "H", "H", "O", "H", "H", "O", "H", "O", "H", "H", "O", "H", "H", "O", "H", "H", "O", "H", "H", "O", "H", "H", "O", "H", "H", "O", "H", "O", "H", "H", "O", "H", "O", "H", "H", "O", "H", "H", "O", "H", "H", "O", "H", "H", "O", "H", "H", "O", "H", "H", "O", "H", "H", "O", "H", "H", "O", "H", "H", "O", "H", "H", "O", "H", "O", "H", "H", "O", "H", "H", "H", "H", "H", "H", "O", "H", "H", "O", "H", "H", "O", "H", "H", "O", "H", "H", "O", "H", "H", "O", "H", "H", "O", "H", "H"],
  "coordinates": [[-0.6498, 2.6940, -0.2707], [-1.4409, 1.8596, 0.7428], [-0.7649, 1.7883, 0.0518], [-1.6033, -1.0920, 5.2541], [-1.9093, -2.5986, 5.5150], [-1.2867, -1.9878, 5.0884], [-1.9403, 4.2952, -3.5620], [-0.8136, 5.0483, -4.1924], [-0.9918, 4.2168, -3.7530], [2.2907, -2.5049, 2.1453], [1.4422, -1.3674, 1.7152], [2.3376, -1.6237, 1.7041], [-4.6264, 0.4188, -5.0441], [-4.9045, 0.8571, -3.5331], [-4.2991, 0.8565, -4.2689], [1.6705, -4.0877, 3.9440], [2.2932, -4.6438, 4.4068], [3.7219, 0.7349, 0.0802], [3.6322, 0.3301, -0.7791], [0.9052, -1.2733, -1.7392], [1.3298, -0.0898, -2.5146], [1.0499, -0.3172, -1.6041], [-0.4926, 1.7601, 5.4814], [-1.6872, 2.1900, 6.3984], [-0.7306, 2.1943, 6.3116], [4.5494, 0.9831, 2.3087], [4.6320, -0.4949, 2.6823], [4.2433, 0.3295, 2.9520], [-3.6667, -0.0131, 2.1271], [-2.2910, -0.5188, 1.6725], [-3.0775, -0.0838, 1.3657], [-1.5022, 4.8673, 0.3565], [-2.0522, 5.5775, 0.0275], [1.0941, 2.4264, -4.9043], [2.2907, 1.6251, -4.5901], [2.0123, 2.3176, -5.1614], [-0.3210, 3.6446, 3.9178], [-0.8945, 4.1677, 2.7129], [-1.1763, 3.9907, 3.6092], [-1.8462, 1.7954, -2.8929], [-1.4307, 0.6440, -2.1853], [-2.2463, 1.1694, -2.2633], [0.2706, -3.7243, 2.4532], [0.5460, -3.1953, 1.0226], [0.9252, -3.7529, 1.7354], [-4.2430, -2.9262, 3.5168], [-4.5594, -1.8436, 2.4082], [-3.9534, -2.4993, 2.7216], [-1.2305, -4.3501, -0.7372], [-1.5703, -3.4521, -2.0035], [-1.4904, -4.3270, -1.6418], [-0.0112, 1.9146, -6.0568], [-0.8091, 1.5122, -5.7618], [-1.5829, -2.0824, 1.0311], [-0.3688, -0.9474, 0.6321], [-0.7805, -1.8108, 0.5846], [-6.6532, -1.3818, 0.2801], [-6.3794, -0.6570, 0.8119], [1.8597, 4.1820, 3.1904], [2.2758, 2.6173, 3.1642], [1.5650, 3.2648, 3.2057], [4.5129, 1.7312, -1.9773], [5.9340, 2.1600, -1.7215], [5.0952, 2.5551, -1.9845], [3.5325, -1.0513, -3.8994], [4.1985, -1.5404, -2.6164], [4.3964, -1.2032, -3.5334], [-0.4138, 0.0869, 3.4891], [-0.0674, 1.7024, 3.6730], [-0.4366, 0.8811, 4.0093], [2.2754, 3.6253, -2.4772], [0.5677, 3.5535, -2.5397], [1.4117, 3.7780, -2.1354], [2.0869, 5.1431, -0.9572], [2.4242, 6.5761, -0.3912], [2.6817, 5.6620, -0.4097], [0.7371, -6.3691, -0.6323], [1.3481, -5.8677, 0.6191], [0.9464, -6.6848, 0.2740], [1.2684, -1.7094, -5.3537], [0.1179, -0.9568, -4.5581], [1.0531, -1.0688, -4.6713], [-3.5121, 0.1542, -1.2028], [-4.0229, -0.8731, -0.3035], [-4.1948, -0.5402, -1.1675], [0.4940, 0.9421, 0.8609], [1.1907, 0.6982, 2.2155], [0.4926, 0.3219, 1.6838], [-3.4174, -3.5220, -4.4155], [-2.8603, -3.0422, -5.0465], [4.3938, -4.3506, 1.3343], [4.6857, -2.8091, 1.7287], [5.0132, -3.7193, 1.7690], [-0.7022, 0.5500, -5.8055], [2.7513, -3.8628, 4.7480], [-6.3682, 0.1898, 0.3396], [2.6743, 0.2354, -0.8862], [-1.7627, 5.9712, -0.7988], [-2.7024, -2.2359, -4.5499], [3.8070, -5.0298, -1.3730], [4.3656, -4.2678, -1.6036], [3.0690, -4.4891, -1.0478], [3.5299, 2.8674, 0.3308], [4.3025, 3.1421, -0.1813], [2.8013, 3.4780, 0.3037], [-1.7755, -5.1189, 1.0295], [-2.4388, -5.0596, 1.7278], [-1.0627, -5.6137, 1.4708], [4.7744, -2.0188, -0.2342], [5.6247, -2.2808, -0.5413], [4.5591, -1.0825, -0.3834], [-3.9586, 5.0516, 2.1176], [-3.0794, 5.5381, 2.1462], [-4.1105, 4.8377, 1.1977], [-4.7543, -3.5861, -1.5125], [-4.5633, -2.6496, -1.6963], [-3.9185, -4.0029, -1.2537], [-2.4834, 2.6814, 1.9431], [-3.0798, 3.4322, 2.1663], [-2.0916, 2.4345, 2.8137]],
  "forces_ev_per_a": [[-0.0610, -0.4259, -0.0081], [-0.4788, 0.1959, 0.1279], [0.6922, 0.4970, -0.5260], [-0.0303, -0.1215, 0.1795], [0.2772, 0.4863, -0.1454], [-0.1307, -0.2890, -0.0839], [0.2295, -0.3608, -0.0433], [0.4079, 0.2406, -0.2373], [-0.6144, -0.0252, 0.3903], [0.2527, 0.7911, -0.7502], [-1.5634, 0.8584, -0.0539], [2.1077, -1.3080, 0.6310], [-0.7815, -0.3266, -0.1123], [-0.4993, -0.4674, -0.0155], [1.2637, 0.7122, 0.0006], [-0.9637, -0.5205, -0.8061], [0.1492, 1.0960, 0.2467], [-0.0833, 0.6515, 0.4494], [0.2177, -0.1485, -0.4986], [0.0067, 0.2921, 0.5849], [-0.1398, 0.1691, 0.4962], [-0.0212, -0.5188, -1.2690], [-0.5182, -0.3815, 0.4454], [0.0695, -0.0467, -0.2751], [0.3122, 0.4506, 0.4940], [0.0531, -0.1330, 0.1741], [0.0754, -0.5978, -0.2349], [-0.1924, 1.1109, 0.0634], [0.2684, 0.1708, -0.1046], [0.4240, -0.1399, 0.4683], [-0.6528, 0.1576, -0.2629], [0.4389, -0.0823, -0.5676], [-0.9032, 0.4139, 0.4013], [-0.1561, 0.2987, 0.2720], [0.6921, -1.0777, 0.5953], [-0.4061, 0.9149, -0.5740], [-0.2839, 0.3214, 0.7486], [-0.3849, 0.1780, -0.6167], [1.2184, 0.1218, 0.6867], [-1.0422, 0.2281, -0.1114], [-0.4649, -0.3664, 0.8770], [1.6427, 0.1808, -0.8827], [-0.0038, -0.0325, -0.5819], [-0.1121, -0.1662, 0.6136], [-0.4446, -0.5843, 0.0868], [-0.6594, 0.0527, 0.4330], [-1.0248, 0.2721, -0.0608], [1.5811, -0.4826, -0.4975], [0.0421, 0.4796, 1.2850], [0.1947, 0.5942, 0.3803], [-0.4121, -1.0012, -1.6919], [0.9758, -0.0072, -0.8325], [-1.3518, -0.6623, 0.7711], [-0.1191, 0.7203, 0.2455], [-0.7556, 0.5035, 0.8160], [0.7937, -1.7879, -1.3604], [-0.3187, -0.4681, -1.1452], [0.4988, 1.1805, 1.6370], [0.6232, -0.4258, -0.0183], [0.5029, 0.6033, 0.0597], [-0.9912, -0.2970, -0.0429], [0.7292, 1.3271, 0.1352], [0.2339, 0.2285, -0.1778], [-0.8311, -1.5729, 0.1064], [-0.6182, 0.0665, -0.3837], [0.4131, 0.5034, -1.1867], [0.1371, -0.5728, 1.6612], [0.5466, 0.2598, -0.9598], [0.2262, -0.7453, -1.0834], [-0.9256, 0.5175, 1.9837], [0.3216, -0.7387, -1.3871], [0.7460, -0.1119, -1.0460], [-1.0110, 0.9800, 2.3903], [-0.4900, 0.2256, -0.4545], [-0.3671, 0.3810, -0.2158], [0.6722, -0.5981, 0.6200], [-0.0325, -0.7227, 0.5546], [-0.0111, -0.4323, 0.4120], [-0.0730, 1.2535, -0.8248], [-0.4784, -0.1252, -0.0582], [-0.6507, -0.4362, -0.2602], [1.1603, 0.5291, 0.5163], [-0.3177, -0.0948, -0.5484], [-0.1402, -0.5016, 1.3998], [0.2644, 0.5403, -1.1296], [-0.6765, -1.0176, 1.4471], [0.5950, -0.2461, 0.3402], [0.3301, 1.2732, -2.0953], [0.0238, -0.2541, -0.2878], [-0.1387, -0.0379, 0.5086], [0.5052, 1.2103, 0.4100], [-0.3318, -0.7179, -0.6541], [-0.0797, -0.9003, 0.4192], [0.2111, 0.6007, -0.2941], [0.9192, -0.5972, 0.6467], [-0.0508, -0.8833, -0.2801], [-0.1669, -0.3482, -0.0130], [0.5357, -0.4320, 0.1210], [0.0271, 0.3834, -0.1048], [-0.2291, 1.3112, 0.0612], [0.4143, -0.5885, -0.0855], [-0.2099, -0.6275, 0.1376], [0.3187, -1.1919, 1.0215], [-0.5377, 0.4580, -0.3795], [0.1493, 0.7613, -0.2841], [0.2844, -0.1842, 0.8608], [-0.2320, 0.1831, -0.2814], [0.0085, 0.0043, -0.5819], [-1.3102, -0.0872, 0.1679], [1.1044, 0.1552, -0.2488], [0.1817, -0.1118, -0.4182], [1.5183, 0.6028, 0.7552], [-1.7892, -0.7246, -0.2870], [0.0874, 0.3082, -0.4902], [0.0747, 0.2267, -0.1159], [0.1257, -0.2866, 0.2013], [-0.0649, 0.1982, -0.1353], [-0.3092, -0.2622, 0.5547], [0.2288, -0.3796, -0.0582], [-0.4673, 0.3507, -0.8709]],
  "lumo_ev": -0.9,
  "largest_force_ev_per_a": 2.8,
  "homo_energy_ev": -10.41,
  "orbital_gap_ev": 9.53,
  "energy_ev": -83198.353
}